# 1
# C5H10N

An isolated ion of composition C5H10N and charge +1 (ωB97M-V with the def2-TZVPD basis set, the OMol25 dataset).

Last column: Löwdin charge in e.
CARTESIAN COORDINATES (ANGSTROEM)
C1 -1.58 0.92 1.01  -0.077
N1 -0.48 0.03 1.27  -0.023
C2 -0.25 -0.95 -0.01  -0.136
C3 0.96 -1.69 -0.08  0.097
C4 1.01 -0.55 -0.75  -0.142
C5 1.53 0.39 -1.70  -0.016
H1 -1.22 1.56 0.22  0.096
H2 -2.52 0.32 0.69  0.136
H3 -1.85 1.64 1.84  0.125
H4 -0.75 -0.70 1.96  0.176
H5 0.28 0.65 1.68  0.204
H6 -1.31 -0.88 -0.36  0.146
H7 1.27 -2.64 0.18  0.100
H8 1.24 1.38 -1.54  0.059
H9 1.05 0.18 -2.75  0.161
H10 2.60 0.34 -1.68  0.094

Computed properties:
* LUMO: -3.13 eV
* electronic energy: -250.9035 hartree
* HOMO: -0.5344 Ha
* F_max: 4.0 eV/Å
* ΔE to the lowest compared entry with this formula, charge and spin: 63.9 kcal/mol
* 2S+1: 1
* SMILES: C[NH2+][C@@H]1C=C1C
* orbital gap: 11.4 eV
* net charge: +1



# 2
# C17H30Br3O4

C17H30Br3O4 as an isolated structure (ωB97M-V with the def2-TZVPD basis set, the OMol25 dataset).

Last column: Löwdin charge in e.
CARTESIAN COORDINATES (ANGSTROEM)
C1 0.10 3.63 3.49  -0.114
C2 -0.24 3.78 1.98  -0.234
C3 -1.70 3.39 1.65  -0.211
C4 -1.85 2.27 0.60  -0.195
C5 -2.02 0.87 1.21  -0.206
C6 -1.00 0.57 2.30  -0.208
C7 -0.80 -0.94 2.56  -0.182
C8 0.70 -1.32 2.63  -0.207
C9 1.14 -2.11 1.41  -0.213
C10 0.99 -1.29 0.10  -0.201
C11 2.29 -0.59 -0.26  -0.180
C12 2.25 0.33 -1.52  -0.175
C13 0.91 0.45 -2.24  -0.148
C14 0.59 -0.73 -3.16  -0.229
O1 -0.53 -1.54 -2.72  -0.043
C15 -1.67 -0.86 -2.54  -0.368
O2 -2.05 0.14 -3.10  0.085
C16 0.54 -0.35 -4.66  -0.683
O3 -0.42 -0.81 -5.33  -0.047
O4 1.52 0.33 -5.07  -0.071
H1 0.70 4.48 3.79  0.057
H2 -0.80 3.61 4.10  0.060
H3 0.69 2.74 3.68  0.056
H4 -0.07 4.81 1.71  0.093
H5 0.44 3.12 1.45  0.088
H6 -2.26 3.13 2.54  0.096
H7 -2.18 4.27 1.23  0.096
H8 -2.74 2.49 0.01  0.106
H9 -0.98 2.27 -0.05  0.100
H10 -1.92 0.15 0.40  0.084
H11 -3.03 0.74 1.60  0.113
H12 -1.25 1.09 3.22  0.103
H13 -0.05 0.97 1.96  0.091
H14 -1.24 -1.20 3.52  0.099
H15 -1.26 -1.52 1.77  0.103
H16 0.85 -1.96 3.50  0.097
H17 1.34 -0.44 2.74  0.100
H18 2.16 -2.47 1.46  0.106
H19 0.48 -2.98 1.32  0.081
H20 0.19 -0.58 0.24  0.084
H21 0.77 -2.01 -0.68  0.088
H22 2.58 0.03 0.60  0.099
H23 3.06 -1.34 -0.40  0.103
H24 3.04 0.03 -2.20  0.106
H25 2.52 1.33 -1.19  0.097
H26 0.98 1.32 -2.88  0.116
H27 0.13 0.67 -1.51  0.090
H28 1.45 -1.39 -3.11  0.115
H29 -2.28 -1.29 -1.72  0.134
C17 -0.09 -4.96 -2.89  -1.636
Br1 -0.97 -6.47 -3.69  0.552
Br2 0.33 -5.28 -1.03  0.566
Br3 1.45 -4.42 -3.88  0.626
H30 -0.78 -4.13 -2.92  -0.042

Computed properties:
* LUMO: 2.17 eV
* electronic energy: -8688.7993 hartree
* HOMO: -0.1644 Ha
* F_max: 1.7 eV/Å
* 2S+1: 1
* orbital gap: 6.6 eV
* net charge: -1



# 3
# C3H2N3O2S

A 2-piece molecular cluster, C3H2N3O2S overall (ωB97M-V with the def2-TZVPD basis set, the OMol25 dataset).

Last column: Löwdin charge in e.
CARTESIAN COORDINATES (ANGSTROEM)
C1 0.50 -0.53 -1.04  -0.149
C2 0.10 0.63 -0.21  -0.584
C3 0.70 -0.12 2.49  -0.931
N1 -0.39 -0.85 -1.94  -0.017
N2 -1.17 0.89 -0.60  0.072
N3 -1.42 -0.04 -1.62  -0.152
O1 0.09 -0.94 1.99  0.076
O2 0.74 1.26 0.69  -0.180
S1 1.47 0.66 3.59  0.684
H1 1.42 -1.21 -1.04  0.102
H2 -2.05 0.26 -2.31  0.080

Computed properties:
* LUMO: 3.27 eV
* electronic energy: -828.4837 hartree
* HOMO: -0.1307 Ha
* F_max: 2.2 eV/Å
* ΔE to the lowest compared entry with this formula, charge and spin: 0.0 kcal/mol
* 2S+1: 1
* orbital gap: 6.8 eV
* net charge: -1



# 4
# C4H9NO

C4H9NO as an isolated structure (ωB97M-V with the def2-TZVPD basis set, the OMol25 dataset).

Last column: Löwdin charge in e.
CARTESIAN COORDINATES (ANGSTROEM)
C1 0.63 1.32 -1.35  -0.189
C2 -0.58 0.44 -0.20  -0.146
C3 0.37 0.32 0.85  -0.149
C4 -1.08 -2.00 1.44  -0.173
O1 1.28 0.36 -2.13  -0.078
N1 -0.27 -1.11 1.82  -0.026
H1 1.84 -0.20 -1.56  0.087
H2 1.33 2.01 -0.87  0.099
H3 -0.06 1.88 -1.98  0.091
H4 -1.39 1.14 -0.01  0.099
H5 -0.84 -0.43 -0.79  0.085
H6 0.34 1.11 1.61  0.100
H7 1.38 -0.03 0.65  0.090
H8 -1.68 -1.89 0.50  0.051
H9 -1.27 -2.92 2.02  0.058

Computed properties:
* LUMO: 0.87 eV
* electronic energy: -287.6592 hartree
* HOMO: -0.2949 Ha
* F_max: 5.8 eV/Å
* ΔE to the lowest compared entry with this formula, charge and spin: 108.7 kcal/mol
* 2S+1: 1
* orbital gap: 8.9 eV



# 5
# C6H5N3O

A 3-piece molecular cluster, C6H5N3O overall (ωB97M-V with the def2-TZVPD basis set, the OMol25 dataset).

Last column: Löwdin charge in e.
CARTESIAN COORDINATES (ANGSTROEM)
C1 -2.74 -1.57 0.68  0.134
C2 -1.92 -0.70 0.50  -0.086
C3 -0.97 0.33 0.22  -0.191
C4 -1.20 1.70 0.19  -0.023
N1 0.00 2.29 0.06  -0.009
N2 1.00 1.43 -0.03  0.104
C5 0.44 0.22 0.02  -0.236
C6 1.27 -0.97 0.09  -0.155
N3 2.05 -1.58 0.80  0.105
H1 -3.41 -2.40 0.75  0.036
H2 -2.11 2.27 0.36  0.135
H3 0.19 3.28 0.05  0.167
O1 2.25 -1.57 -1.47  -0.229
H4 2.32 -0.70 -1.90  0.027
H5 2.83 -2.03 -0.32  0.221

Computed properties:
* LUMO: 0.44 eV
* electronic energy: -470.9290 hartree
* HOMO: -0.3350 Ha
* F_max: 4.4 eV/Å
* ΔE to the lowest compared entry with this formula, charge and spin: 136.4 kcal/mol
* 2S+1: 1
* orbital gap: 9.6 eV



# 6
# C44H55ClLaN6O7SSb2

C44H55ClLaN6O7SSb2 as an isolated structure (ωB97M-V with the def2-TZVPD basis set, the OMol25 dataset).

Last column: Löwdin charge in e.
CARTESIAN COORDINATES (ANGSTROEM)
La1 0.05 -1.05 0.09  2.114
C1 0.22 -4.30 1.50  -0.092
N1 1.11 -3.50 0.67  -0.285
C2 0.96 -3.90 -0.72  -0.098
C3 2.49 -3.49 1.14  -0.201
C4 3.11 -4.65 1.59  -0.030
C5 4.46 -4.58 1.99  -0.116
C6 5.18 -3.40 1.82  -0.121
C7 4.60 -2.26 1.32  -0.017
C8 3.18 -2.26 1.06  -0.230
N2 2.46 -1.16 0.70  -0.117
C9 3.13 0.01 0.67  -0.322
C10 3.59 0.71 1.85  -0.055
C11 4.36 1.87 1.73  -0.089
C12 4.64 2.38 0.45  -0.131
C13 4.14 1.76 -0.66  -0.052
C14 3.43 0.53 -0.60  -0.198
N3 2.92 -0.09 -1.77  -0.192
C15 2.59 0.83 -2.84  -0.093
C16 3.74 -1.23 -2.26  -0.037
H1 0.45 -5.38 1.43  0.086
H2 -0.78 -4.12 1.09  0.081
H3 0.43 -4.06 2.51  0.081
H4 0.83 -4.95 -0.90  0.086
H5 1.85 -3.64 -1.27  0.085
H6 0.02 -3.44 -1.21  0.061
H7 2.59 -5.58 1.55  0.091
H8 4.95 -5.42 2.48  0.085
H9 6.19 -3.38 2.13  0.081
H10 5.04 -1.31 1.18  0.086
H11 3.37 0.26 2.79  0.072
H12 4.73 2.57 2.51  0.105
H13 5.22 3.27 0.26  0.094
H14 4.42 2.22 -1.65  0.120
H15 2.04 0.18 -3.52  0.062
H16 3.50 1.21 -3.32  0.084
H17 1.95 1.62 -2.50  0.073
H18 3.24 -1.73 -3.09  0.075
H19 4.07 -1.87 -1.49  0.056
H20 4.71 -0.84 -2.63  0.090
C17 -2.94 1.42 -1.13  -0.200
Sb1 -1.46 2.76 -0.34  1.392
C18 -1.70 4.34 -1.86  -0.249
C19 -2.63 3.44 1.32  -0.221
C20 -1.90 4.29 2.38  -0.263
C21 -1.82 5.64 2.15  -0.090
C22 -1.29 6.52 3.07  -0.080
C23 -0.80 6.02 4.30  -0.070
C24 -0.90 4.66 4.59  -0.050
C25 -1.39 3.77 3.59  -0.258
C26 -1.36 2.34 3.93  -0.305
Sb2 0.56 1.25 3.78  1.427
C27 1.82 2.54 5.00  -0.323
C28 0.05 0.02 5.47  -0.338
H21 -3.87 1.94 -1.06  0.011
H22 -2.90 0.54 -0.57  -0.014
H23 -2.75 1.32 -2.22  0.015
H24 -0.94 4.45 -2.60  -0.014
H25 -1.69 5.29 -1.28  0.004
H26 -2.69 4.34 -2.41  0.027
H27 -2.83 2.37 1.68  0.070
H28 -3.46 3.90 0.83  0.055
H29 -2.22 5.99 1.25  0.092
H30 -1.36 7.53 2.74  0.086
H31 -0.57 6.68 5.13  0.088
H32 -0.75 4.35 5.59  0.091
H33 -1.97 1.63 3.35  0.039
H34 -1.49 2.31 4.98  0.034
H35 1.31 2.99 5.80  -0.025
H36 2.29 3.30 4.41  -0.016
H37 2.58 1.83 5.24  -0.025
H38 -0.93 0.26 5.80  -0.033
H39 0.72 0.10 6.35  0.011
H40 0.01 -1.05 5.06  0.001
Cl1 -6.73 -3.58 2.83  0.610
C29 -5.31 -2.93 2.03  -0.671
C30 -5.28 -3.03 0.60  -0.095
C31 -4.17 -2.77 -0.13  -0.003
C32 -2.96 -2.58 0.58  -0.379
O1 -1.87 -2.44 -0.04  -0.248
C33 -2.97 -2.50 2.01  -0.122
C34 -1.83 -2.18 2.86  -0.180
O2 -0.65 -1.87 2.58  -0.149
C35 -4.16 -2.74 2.69  -0.097
H41 -6.26 -3.40 0.16  0.119
H42 -4.09 -3.01 -1.16  0.106
H43 -2.07 -2.16 3.94  0.127
H44 -4.19 -2.86 3.79  0.120
S1 0.89 3.62 0.32  0.663
C36 1.08 4.98 -0.61  -0.841
N4 1.34 5.87 -1.29  0.050
O3 -0.47 1.36 0.67  -0.800
O4 -1.46 0.40 1.26  -0.531
C37 -3.66 -1.16 -4.02  -0.068
C38 -2.76 -1.85 -5.03  -0.172
C39 -1.33 -1.37 -4.87  -0.342
C40 -0.37 -1.95 -5.94  -0.142
C41 1.10 -1.41 -5.84  -0.049
C42 -1.34 0.12 -5.03  -0.438
O5 -1.68 0.58 -6.08  0.113
N5 -0.88 0.84 -3.93  0.237
C43 -0.53 0.27 -2.73  -0.606
O6 -0.22 1.07 -1.83  -0.173
N6 -0.50 -1.04 -2.50  0.092
C44 -0.80 -1.90 -3.54  -0.442
O7 -0.68 -3.11 -3.47  0.071
H45 -4.65 -1.62 -4.17  0.087
H46 -3.76 -0.11 -4.19  0.068
H47 -3.33 -1.33 -3.00  0.068
H48 -3.04 -1.48 -6.03  0.124
H49 -2.75 -2.98 -5.05  0.145
H50 -0.71 -1.63 -6.92  0.107
H51 -0.39 -3.07 -6.00  0.129
H52 1.05 -0.35 -5.51  0.073
H53 1.63 -1.52 -6.72  0.042
H54 1.69 -1.90 -5.07  0.063
H55 -0.84 1.85 -4.02  0.170

Computed properties:
* LUMO: 2.09 eV
* electronic energy: -3935.4270 hartree
* HOMO: -0.1668 Ha
* F_max: 3.3 eV/Å
* 2S+1: 1
* orbital gap: 6.6 eV
* net charge: -1



# 7
# C17H24AsN2O3SSbSe4V

C17H24AsN2O3SSbSe4V as an isolated structure (ωB97M-V with the def2-TZVPD basis set, the OMol25 dataset).

Last column: Löwdin charge in e.
CARTESIAN COORDINATES (ANGSTROEM)
V1 1.05 0.18 0.51  -0.011
C1 0.67 1.69 -5.30  -0.055
O1 -0.63 2.20 -5.00  -0.070
C2 -1.09 2.08 -3.74  -0.312
C3 -2.45 2.32 -3.56  -0.007
C4 -3.02 2.10 -2.32  -0.016
C5 -2.27 1.66 -1.23  -0.099
C6 -2.92 1.22 0.04  -0.354
C7 -4.22 1.90 0.44  -0.004
O2 -2.43 0.38 0.76  0.067
C8 -0.91 1.53 -1.42  -0.288
O3 -0.11 1.21 -0.38  -0.267
C9 -0.31 1.75 -2.65  0.047
H1 0.66 1.42 -6.35  0.097
H2 0.88 0.78 -4.73  0.053
H3 1.43 2.45 -5.11  0.098
H4 -3.04 2.63 -4.41  0.125
H5 -4.09 2.23 -2.21  0.111
H6 -4.99 1.71 -0.30  0.080
H7 -4.07 2.97 0.52  0.094
H8 -4.55 1.50 1.40  0.079
H9 0.77 1.66 -2.71  0.124
Se1 -0.59 -4.63 -2.18  -0.159
Sb1 0.07 -2.46 -3.00  -0.313
Se2 -1.84 -1.48 -4.23  0.106
Se3 1.51 -2.55 -4.94  -0.067
Se4 1.13 -1.38 -0.98  0.331
N1 -1.25 -2.09 2.14  0.203
C10 -0.89 -0.93 2.71  -0.362
C11 -1.49 -0.43 3.89  0.012
C12 -1.13 0.79 4.37  -0.030
C13 -0.16 1.57 3.70  -0.034
C14 0.46 1.01 2.63  -0.175
N2 0.13 -0.25 2.17  -0.033
H10 -2.12 -2.50 2.43  0.126
H11 -1.03 -2.23 1.16  0.102
H12 -2.25 -1.03 4.38  0.123
H13 -1.62 1.19 5.25  0.119
H14 0.10 2.57 4.01  0.116
H15 1.24 1.59 2.07  0.073
C15 4.19 -1.99 0.18  -0.271
As1 2.70 -1.25 1.13  0.602
C16 3.39 -0.77 2.97  -0.238
C17 2.07 -3.00 1.75  -0.284
S1 3.00 1.07 0.34  0.309
H16 4.98 -2.08 0.93  0.047
H17 4.52 -1.35 -0.62  0.031
H18 3.93 -2.97 -0.19  0.042
H19 3.72 -1.65 3.52  0.029
H20 2.64 -0.26 3.58  0.013
H21 4.24 -0.09 2.88  0.021
H22 2.97 -3.47 2.13  0.030
H23 1.64 -3.63 0.98  0.019
H24 1.37 -2.88 2.58  0.017

Computed properties:
* LUMO (spin up / spin down): -1.82 / -1.82 eV
* electronic energy: -14421.2971 hartree
* HOMO (spin up / spin down): -0.2677 / -0.2661 Ha
* F_max: 5.3 eV/Å
* ΔE to the lowest compared entry with this formula, charge and spin: 85.6 kcal/mol
* 2S+1: 2
* orbital gap (spin up / spin down): 5.5 / 5.4 eV



# 8
# C7H7BN2O2S

C7H7BN2O2S as an isolated structure (ωB97M-V with the def2-TZVPD basis set, the OMol25 dataset).

Last column: Löwdin charge in e.
CARTESIAN COORDINATES (ANGSTROEM)
C1 -2.44 0.19 1.41  -0.078
O1 -1.51 -0.72 2.03  -0.014
B1 -0.65 -1.34 1.09  -0.544
O2 -0.63 -2.73 0.86  0.143
C2 0.40 -0.40 0.27  -0.031
C3 1.55 0.19 0.97  -0.007
C4 2.49 1.08 0.18  -0.044
C5 2.22 1.34 -1.24  -0.017
C6 1.05 0.73 -1.95  -0.300
N1 0.64 0.84 -3.27  -0.257
S1 -0.73 -0.11 -3.44  0.957
N2 -0.96 -0.72 -1.90  -0.228
C7 0.10 -0.18 -1.19  -0.301
H1 -2.13 0.58 0.40  0.087
H2 -2.53 1.09 2.10  0.104
H3 -3.48 -0.26 1.33  0.102
H4 -1.37 -3.09 1.40  0.116
H5 1.67 -0.03 2.06  0.115
H6 3.38 1.53 0.70  0.095
H7 2.92 2.01 -1.79  0.100

Computed properties:
* LUMO: -0.98 eV
* electronic energy: -953.9961 hartree
* HOMO: -0.3244 Ha
* F_max: 3.6 eV/Å
* ΔE to the lowest compared entry with this formula, charge and spin: 13.6 kcal/mol
* 2S+1: 1
* orbital gap: 7.8 eV



# 9
# C4H32NO14

A 13-piece molecular cluster, C4H32NO14 overall (ωB97M-V with the def2-TZVPD basis set, the OMol25 dataset).

Last column: Löwdin charge in e.
CARTESIAN COORDINATES (ANGSTROEM)
C1 -0.40 -0.95 -2.24  -0.236
O1 0.83 -1.29 -2.86  -0.160
C2 -0.01 -0.14 -1.01  -0.170
C3 -1.09 0.06 0.08  -0.076
C4 -0.93 -0.74 1.35  -0.455
N1 -0.86 -2.07 1.23  0.218
O2 -0.97 -0.23 2.49  -0.044
H1 -0.95 -0.28 -2.91  0.121
H2 -0.96 -1.86 -2.01  0.091
H3 0.77 -0.68 -0.50  0.082
H4 0.41 0.84 -1.25  0.106
H5 -1.20 1.10 0.37  0.075
H6 -2.03 -0.21 -0.40  0.091
H7 -0.95 -2.64 2.06  0.125
H8 -0.79 -2.54 0.34  0.071
H9 -0.28 3.55 0.57  0.009
H10 -1.38 4.52 -0.06  0.025
O3 -0.43 4.38 0.07  -0.062
H11 3.36 0.03 -2.19  0.048
H12 1.59 -0.63 -2.55  0.022
O4 2.48 0.18 -1.82  -0.331
H13 1.11 1.33 3.31  -0.052
H14 0.65 -0.06 3.57  0.017
O5 1.38 0.53 3.79  -0.069
H15 2.52 1.37 1.00  0.085
H16 2.05 0.66 -0.34  -0.010
O6 1.79 0.92 0.58  -0.081
H17 1.69 -2.75 -2.54  0.017
H18 2.53 -3.38 -1.44  0.018
O7 1.86 -3.61 -2.09  -0.081
H19 2.40 1.88 -1.74  -0.018
H20 1.66 3.16 -1.17  -0.015
O8 2.35 2.88 -1.76  -0.098
H21 0.64 1.59 1.55  0.000
H22 0.14 1.37 2.90  0.007
O9 0.30 2.12 2.29  -0.073
H23 -3.31 2.87 0.82  0.018
H24 -2.62 2.19 -0.16  -0.010
O10 -3.32 2.85 -0.16  -0.068
H25 -3.95 -2.37 0.22  0.028
H26 -3.19 -1.27 -0.64  -0.002
O11 -3.97 -1.49 -0.13  -0.039
H27 0.26 -3.78 -1.38  0.003
H28 -1.20 -4.08 -1.64  0.036
O12 -0.53 -4.19 -0.95  -0.098
H29 2.95 -0.92 -0.54  -0.011
H30 3.40 -1.60 0.75  0.044
O13 3.00 -1.80 -0.11  -0.077
H31 -1.76 2.20 2.01  0.007
H32 -2.40 1.10 2.90  0.044
O14 -2.61 1.89 2.37  -0.075

Computed properties:
* LUMO: 2.50 eV
* electronic energy: -1279.7816 hartree
* HOMO: -0.2552 Ha
* F_max: 3.4 eV/Å
* ΔE to the lowest compared entry with this formula, charge and spin: 100.1 kcal/mol
* 2S+1: 1
* orbital gap: 9.4 eV
* net charge: -1